(1)
Computed, not measured: a molecular structure, C34H42GeIrN6O, with ωB97M-V/def2-TZVPD.

XYZ file:
```
85
Properties=species:S:1:pos:R:3:forces:R:3
Ir -0.594607 -0.134432 0.387918 -0.170 -0.073 0.014
C 2.141903 -1.499435 -0.031151 0.025 0.032 -0.013
C 2.415365 -0.061011 -0.492851 0.000 -0.044 0.023
C 2.251226 0.972034 0.592487 -0.012 -0.009 -0.027
C 3.331111 1.719428 1.040601 0.008 0.013 0.019
C 3.148954 2.667567 2.034118 0.004 -0.015 -0.012
C 1.880448 2.852848 2.561359 0.003 0.004 0.008
C 0.850610 2.075364 2.075127 -0.018 -0.006 0.003
N 1.025297 1.154668 1.116606 0.023 0.066 -0.015
N 0.726586 -1.923254 -0.137783 0.052 0.006 -0.018
C 0.376797 -2.238601 -1.534914 0.017 -0.006 -0.005
C -1.114095 -2.380464 -1.708842 -0.030 0.031 0.016
C -1.665685 -3.267033 -2.617744 0.004 -0.017 -0.012
C -3.044012 -3.304901 -2.764816 0.000 -0.002 0.002
C -3.828130 -2.462950 -1.991935 -0.001 0.003 0.004
C -3.199153 -1.615356 -1.098065 -0.010 0.001 0.008
N -1.874190 -1.575746 -0.959917 0.047 0.018 -0.005
C 0.489678 -3.120773 0.749938 -0.034 0.018 0.034
C -1.548691 -2.480902 2.151773 0.011 -0.039 -0.045
C -2.227664 -3.089183 3.332652 -0.003 0.027 0.004
C -3.060846 -2.379185 4.136188 -0.006 -0.005 0.016
C -3.276397 -1.015323 3.876688 0.011 -0.035 0.006
C -2.597695 -0.414117 2.796982 0.003 0.010 -0.003
N -1.793522 -1.040882 1.987348 0.007 0.076 -0.015
H 2.761267 -2.195588 -0.607368 0.000 -0.002 0.000
H 2.430983 -1.601557 1.013286 -0.009 -0.016 -0.011
H 3.443665 -0.014185 -0.850984 0.000 0.004 -0.010
H 1.775861 0.204639 -1.339746 0.009 0.005 0.003
H 4.308877 1.552102 0.609790 0.000 0.001 0.000
H 3.985893 3.252136 2.392167 -0.002 0.001 -0.001
H 1.688543 3.580608 3.336418 0.000 0.000 -0.001
H -0.155829 2.178065 2.459837 -0.003 -0.003 -0.003
H 0.715897 -1.413628 -2.166500 0.005 -0.003 0.003
H 0.891298 -3.148208 -1.863089 -0.012 -0.005 -0.005
H -1.024824 -3.916528 -3.199252 -0.004 0.001 -0.002
H -3.500269 -3.986924 -3.469616 0.005 -0.002 0.000
H -4.905487 -2.463568 -2.074652 0.000 0.004 0.004
H -3.766170 -0.943742 -0.464545 -0.003 -0.001 -0.002
H -0.227783 -3.764786 0.232887 0.001 0.003 -0.006
H 1.429346 -3.676092 0.821087 0.002 -0.002 -0.008
H -2.057087 -4.144493 3.501196 0.009 -0.003 -0.006
H -3.555195 -2.859705 4.970012 -0.006 0.012 0.002
H -3.931093 -0.413613 4.488905 0.000 -0.010 0.009
H -2.735753 0.647607 2.615890 0.003 -0.003 -0.013
C 0.617653 -4.101620 4.928937 0.002 -0.005 -0.028
Ge 1.025657 -2.596407 3.749947 0.008 -0.022 -0.001
C 2.934295 -2.611125 3.314298 -0.021 -0.006 0.015
C 0.547099 -0.889224 4.578819 0.011 -0.010 -0.008
C -0.049360 -2.760967 2.099165 0.032 0.008 0.059
H 1.324023 -4.120313 5.759160 0.022 0.035 -0.019
H 0.705771 -5.045809 4.390874 -0.004 0.001 0.011
H -0.385374 -4.028140 5.346339 -0.003 0.014 -0.009
H 3.489196 -2.850797 4.221992 -0.019 -0.005 0.008
H 3.284643 -1.636886 2.970323 -0.013 -0.002 0.003
H 3.191736 -3.366042 2.570267 -0.006 0.005 -0.002
H 1.166699 -0.726646 5.461331 0.001 -0.002 -0.002
H -0.496629 -0.871923 4.892564 -0.002 -0.018 -0.008
H 0.719182 -0.065797 3.883369 0.005 -0.007 0.011
H -1.989010 -2.953583 1.255821 0.010 0.010 -0.001
C -0.282694 5.205722 -3.545262 0.012 0.003 0.002
N -0.877328 4.121593 -2.778736 0.001 0.014 0.006
N -0.285842 2.878620 -2.689083 0.007 -0.005 0.016
C -0.913454 2.157190 -1.718122 -0.012 0.082 0.017
O -0.628993 0.929413 -1.535368 0.064 -0.075 0.027
C -1.857393 3.020576 -1.122000 -0.051 -0.018 -0.005
C -1.799273 4.216611 -1.805753 0.019 -0.017 -0.021
C -2.558199 5.477082 -1.591987 0.026 0.024 0.004
C 0.616376 2.368747 -3.673557 0.010 -0.009 -0.026
C 1.972415 2.332979 -3.386374 0.003 0.016 0.007
C 2.851085 1.823983 -4.331598 -0.009 0.004 -0.001
C 2.366921 1.364413 -5.549132 0.012 -0.006 -0.014
C 1.007008 1.408813 -5.827897 0.000 0.003 0.000
C 0.121932 1.909841 -4.885450 -0.007 0.001 0.025
H 0.459919 4.791212 -4.220289 -0.012 -0.003 -0.014
H 0.195905 5.928706 -2.884833 0.020 -0.008 -0.002
H -1.049905 5.700272 -4.136536 -0.019 -0.008 0.019
H -2.540215 2.770994 -0.328400 0.007 -0.019 -0.006
H -3.309526 5.334282 -0.820377 -0.001 -0.005 0.000
H -3.057325 5.794211 -2.507850 -0.006 -0.002 0.002
H -1.891774 6.282590 -1.277973 -0.008 0.003 -0.003
H 2.326695 2.715163 -2.436239 0.003 -0.005 -0.003
H 3.913222 1.800108 -4.127598 -0.002 0.002 0.007
H 3.054488 0.977522 -6.289251 -0.002 0.001 0.000
H 0.637387 1.054691 -6.780510 -0.006 0.002 0.002
H -0.942441 1.949046 -5.080524 0.004 -0.007 -0.011
```
Positions in Å, forces in eV/Å.

Summary:
Charge: +2
HOMO energy (spin up / spin down) (eV): -12.023 / -13.546
Strongest force on any atom (eV Å⁻¹): 0.19
Spin multiplicity: 6
Relative energy (zero: lowest compared OMol25 entry of this formula, charge and spin) (kcal/mol): 0.00
Frontier orbital gap (spin up / spin down) (eV): 7.48 / 7.02


(2)
Computed, not measured: a molecular structure, C34H42HfN5S3Sb at a distorted geometry, with ωB97M-V/def2-TZVPD.

XYZ file:
```
86
Properties=species:S:1:pos:R:3:forces:R:3
Hf 0.285380 0.104589 -0.117648 0.386 0.047 0.294
C 2.738151 0.476284 2.083651 0.591 0.495 -0.747
N 2.045505 -0.678622 1.380743 0.707 1.049 -0.630
C 3.064111 -1.310931 0.446588 0.191 0.741 -0.673
C 2.382636 -2.266501 -0.512970 -0.072 -0.952 -0.270
N 1.469434 -1.572432 -1.542389 1.222 -0.581 0.556
C 0.626982 -2.639658 -2.092922 -1.693 0.025 -0.487
C 2.425281 -1.079463 -2.520654 -0.074 1.589 1.016
C 2.908606 -1.828546 -3.527355 -0.427 -1.101 -0.933
C 3.870647 -1.389219 -4.395835 0.367 1.083 -0.807
C 4.468058 -0.152055 -4.185951 -1.177 0.778 1.509
C 4.009653 0.675048 -3.130064 -0.366 -1.849 -0.448
C 2.937569 0.188553 -2.350907 0.760 1.640 -0.127
S 2.081815 1.378721 -1.365367 -0.375 -0.431 0.520
C 1.663834 -1.680461 2.357062 -1.657 -1.554 0.485
C 2.522890 -2.150011 3.343415 0.428 0.797 -0.360
C 2.220749 -3.169520 4.204208 0.676 -0.928 0.258
C 1.010993 -3.839570 4.127982 -0.098 -0.842 0.678
C 0.149527 -3.466010 3.124588 -0.934 1.168 -0.661
C 0.431074 -2.356159 2.250651 0.788 -1.135 0.811
S -0.744320 -2.034469 0.997246 0.052 1.297 -0.617
H 3.598246 0.026970 2.648416 -0.938 0.914 -0.209
H 1.977019 1.010444 2.694521 0.874 -0.560 -0.067
H 3.174639 1.222253 1.330422 -0.759 -1.258 0.880
H 3.839672 -1.807087 1.050894 -0.358 -0.054 -0.234
H 3.610135 -0.515313 -0.179653 -0.986 -0.983 1.153
H 1.797759 -3.114469 -0.116262 0.075 0.804 0.666
H 3.162186 -2.799998 -1.062726 0.095 0.247 -0.186
H 1.083943 -3.549074 -2.455892 0.947 -0.103 0.166
H 0.060295 -2.276840 -2.988958 0.240 -0.050 0.987
H -0.017613 -2.954524 -1.262295 -0.107 0.156 -0.568
H 2.366526 -2.718062 -3.712629 0.063 -1.044 -0.449
H 4.010942 -1.878631 -5.345504 0.381 -0.447 0.122
H 5.140753 0.304928 -4.859412 0.856 -0.039 -0.711
H 4.442732 1.650400 -2.953470 -0.194 0.028 -0.053
H 3.487269 -1.696816 3.427975 0.535 0.054 0.119
H 3.019569 -3.588932 4.818649 -0.329 0.476 0.193
H 0.804319 -4.676916 4.857282 0.067 1.033 -1.148
H -0.830885 -3.945729 3.000782 0.530 0.123 0.048
N -1.339527 3.391897 2.602028 -0.628 0.264 -2.895
C -0.860834 3.272030 3.927348 -0.081 -0.485 -0.606
C -0.972640 4.351162 4.753049 -0.885 1.000 -0.700
C -0.579006 4.265088 6.040589 1.769 -0.904 1.548
C 0.160488 3.108379 6.469769 -1.626 0.393 -0.168
C 0.231804 1.995424 5.643475 -1.324 2.331 -2.181
C -0.336192 2.072382 4.346463 0.190 0.222 -0.025
S -0.618659 0.717655 3.208853 0.015 -0.983 1.202
N -0.486250 1.417763 1.658524 0.248 0.610 -0.404
C -0.981248 2.627998 1.538870 0.379 -0.224 0.366
C -1.095698 3.146804 0.124261 0.158 -0.084 -0.091
C -1.692366 4.358298 -0.221572 -1.346 -0.359 -0.469
C -1.828135 4.725955 -1.582487 0.966 -2.042 1.085
C -1.264923 3.826710 -2.502808 -0.136 1.043 0.436
C -0.664472 2.635862 -2.097098 0.064 0.443 0.313
N -0.572873 2.294760 -0.788720 -0.700 0.269 -0.502
H -1.756321 4.267898 2.249329 0.422 -0.474 1.214
H -1.471973 5.251499 4.396407 0.134 -0.123 0.035
H -0.782155 5.136822 6.651150 0.301 -0.327 0.402
H 0.475337 2.954367 7.491374 0.179 0.461 0.060
H 0.677099 1.120576 5.917872 1.130 -2.203 0.995
H -2.347755 4.846311 0.506141 0.699 0.306 -0.084
H -2.385524 5.592389 -1.887275 0.051 0.251 -0.050
H -1.275082 4.156219 -3.525403 0.015 -0.485 -0.455
H -0.211273 1.968317 -2.847125 -0.291 0.308 0.643
C -3.272924 -3.179870 -3.213992 0.012 0.867 -0.343
C -2.870875 -2.689781 -1.816215 -0.129 0.210 -0.275
Sb -2.204269 -0.594442 -1.789538 -0.112 -0.592 0.170
C -3.866851 0.184948 -0.719260 -0.375 -0.758 -0.557
C -4.016528 -0.233884 0.720300 1.584 -0.316 1.899
C -2.476027 0.097339 -3.833909 0.061 -0.409 0.738
C -1.207011 -0.341638 -4.557733 -0.150 -0.242 -0.347
H -3.498136 -4.211642 -3.347477 0.219 -1.200 0.724
H -2.529514 -2.973545 -3.995681 -0.001 0.133 0.368
H -4.192656 -2.761679 -3.551740 -0.726 0.890 -0.264
H -2.046221 -3.312041 -1.516813 0.305 0.007 0.607
H -3.653829 -2.702740 -1.020657 0.436 -0.235 -0.810
H -4.684999 -0.250105 -1.312954 0.016 0.322 0.163
H -3.912040 1.251261 -0.819999 -0.042 0.616 -0.190
H -3.596814 -1.228529 1.027713 -0.358 0.646 -0.723
H -5.044588 -0.250471 0.997320 -0.896 0.018 0.189
H -3.518516 0.451434 1.468863 -0.353 -0.388 -0.964
H -2.649669 1.162168 -3.777333 0.245 0.411 -0.063
H -3.399639 -0.322090 -4.234708 0.169 -0.228 0.002
H -0.302822 -0.074291 -3.982981 -0.163 0.023 -0.476
H -1.149300 0.003905 -5.593431 0.104 0.372 0.225
H -1.224655 -1.429084 -4.669010 0.159 0.008 0.185
```
Positions in Å, forces in eV/Å.

Summary:
Charge: +2
HOMO energy (eV): -12.796
Strongest force on any atom (eV Å⁻¹): 3.46
Relative energy (zero: lowest compared OMol25 entry of this formula, charge and spin) (kcal/mol): 14.56
Frontier orbital gap (eV): 6.16